C17H24CoN3O3S3 as an isolated structure, computed with ωB97M-V/def2-TZVPD.

Spin multiplicity   4
<S²>   3.759
Energy above the lowest of the compared OMol25 structures with the same formula, charge and spin   0.000 eV
Calculated total energy   -3629.69633 hartree
LUMO energy (alpha / beta)   2.67 / 2.67 eV
Net charge   -1

CARTESIAN COORDINATES (ANGSTROEM)
Co (0.068, 0.385, 0.418)
N (-0.955, -1.033, 1.815)
C (-1.767, -2.020, 1.116)
C (-2.569, -1.316, 0.026)
N (-1.709, -0.549, -0.862)
C (-1.226, -1.187, -2.073)
C (0.118, -1.871, -1.830)
N (1.003, -0.897, -1.210)
H (-0.260, -1.475, 2.416)
H (-1.531, -0.419, 2.384)
H (-2.449, -2.568, 1.777)
H (-1.091, -2.756, 0.678)
H (-3.253, -0.610, 0.506)
H (-3.180, -2.043, -0.527)
H (-2.082, 0.377, -1.024)
H (-1.075, -0.402, -2.819)
H (-1.951, -1.902, -2.487)
H (0.502, -2.277, -2.774)
H (-0.002, -2.710, -1.144)
H (1.316, -0.189, -1.867)
H (1.806, -1.298, -0.742)
S (-1.606, 1.978, 1.022)
C (-0.922, 3.514, 0.489)
C (-1.582, 4.702, 0.812)
C (-1.100, 5.939, 0.417)
C (0.077, 6.007, -0.319)
C (0.744, 4.838, -0.646)
C (0.270, 3.580, -0.261)
S (1.182, 2.148, -0.723)
H (-2.495, 4.634, 1.392)
H (-1.636, 6.842, 0.687)
H (0.476, 6.965, -0.633)
H (1.666, 4.881, -1.214)
C (7.960, -2.975, 1.335)
C (6.557, -2.523, 1.641)
C (5.785, -3.170, 2.600)
C (4.492, -2.753, 2.880)
C (3.954, -1.673, 2.196)
C (4.710, -1.013, 1.237)
C (6.000, -1.440, 0.966)
S (2.315, -1.106, 2.594)
O (1.539, -2.307, 2.895)
O (2.459, -0.188, 3.696)
O (1.875, -0.479, 1.332)
H (8.241, -3.828, 1.952)
H (8.681, -2.176, 1.518)
H (8.060, -3.270, 0.288)
H (6.202, -4.017, 3.133)
H (3.889, -3.265, 3.617)
H (4.280, -0.165, 0.720)
H (6.588, -0.920, 0.217)